Entry 1:
Below is a structure of composition C39H43BI2N8O4RbS, with properties calculated with ωB97M-V/def2-TZVPD.

ORCA input file:
```
! wB97M-V def2-TZVPD RIJCOSX def2/J DEFGRID3
* xyz -1 1
Rb -0.72 0.05 0.73
I -3.40 8.33 1.76
C -2.72 6.38 1.54
C -2.86 5.47 2.58
C -2.42 4.17 2.41
I -2.59 2.82 3.98
C -1.83 3.70 1.21
O -1.46 2.49 1.06
C -1.65 4.69 0.19
C -0.87 4.31 -1.05
N -1.25 3.06 -1.69
C -2.53 3.12 -2.37
C -2.89 1.75 -2.90
C -3.54 1.59 -4.12
C -3.90 0.32 -4.53
C -3.60 -0.75 -3.70
C -2.94 -0.50 -2.50
N -2.59 0.72 -2.11
C -2.11 5.98 0.36
H -3.31 5.77 3.51
H 0.19 4.22 -0.78
H -0.93 5.12 -1.78
H -1.35 2.37 -0.95
H -2.48 3.83 -3.20
H -3.35 3.45 -1.71
H -3.75 2.46 -4.73
H -4.40 0.17 -5.47
H -3.88 -1.76 -3.96
H -2.72 -1.30 -1.79
H -1.97 6.69 -0.45
S 5.56 0.46 6.47
N 4.78 1.66 5.72
C 4.02 1.10 4.79
C 3.14 1.81 3.88
C 2.96 3.19 3.91
C 2.09 3.75 3.01
C 1.44 2.93 2.08
N 1.62 1.62 2.03
C 2.44 1.06 2.92
C 2.57 -0.42 2.87
N 1.86 -1.05 1.94
C 1.90 -2.37 1.91
C 2.68 -3.14 2.79
C 3.44 -2.49 3.73
C 3.39 -1.10 3.78
C 4.14 -0.31 4.74
N 4.99 -0.80 5.64
H 3.48 3.78 4.65
H 1.89 4.82 3.00
H 0.73 3.33 1.37
H 1.27 -2.85 1.17
H 2.66 -4.22 2.72
H 4.07 -3.03 4.43
C 4.67 0.36 0.02
C 3.72 -0.03 -1.09
O 3.30 1.14 -1.76
C 2.42 0.84 -2.83
C 1.80 2.12 -3.34
H 5.02 -0.52 0.56
H 4.17 1.02 0.73
H 5.53 0.89 -0.39
H 2.85 -0.57 -0.69
H 4.21 -0.71 -1.80
H 1.67 0.12 -2.48
H 2.98 0.33 -3.63
H 1.03 2.50 -2.66
H 1.32 1.97 -4.31
H 2.57 2.88 -3.46
C 1.23 -4.65 -3.26
C 0.51 -3.40 -3.76
C 1.15 -2.91 -5.05
C -0.97 -3.70 -4.01
N 0.71 -2.31 -2.78
N 0.21 -2.54 -1.47
H 1.27 -5.40 -4.04
H 0.72 -5.09 -2.40
H 2.25 -4.40 -2.96
H 1.07 -3.66 -5.84
H 2.21 -2.68 -4.90
H 0.66 -2.00 -5.40
H -1.09 -4.46 -4.78
H -1.49 -2.80 -4.33
H -1.46 -4.08 -3.11
H 0.21 -1.49 -3.12
H 0.87 -3.16 -1.01
H -0.73 -2.92 -1.41
O -2.04 -3.66 1.42
B -2.47 -2.48 0.65
O -3.61 -1.98 1.42
C -3.81 -2.79 2.48
C -4.77 -2.71 3.46
C -4.76 -3.68 4.46
C -3.81 -4.69 4.46
C -2.84 -4.77 3.46
C -2.86 -3.81 2.48
H -5.50 -1.91 3.45
H -5.50 -3.64 5.25
H -3.82 -5.44 5.25
H -2.09 -5.56 3.46
*
```

For the HOMO energy, the calculation gives -3.754 eV. For the LUMO energy, the calculation gives 1.163 eV. The HOMO-LUMO gap comes out at 4.9 eV.

Here are the Löwdin charges for atoms 1 to 5, given in e: 0.704 0.786 -0.778 -0.259 -0.653



Entry 2:
Below is a structure of composition C39H43Cl2O4P2Sb2Sn at a distorted geometry, with properties calculated with ωB97M-V/def2-TZVPD.

ORCA input file:
```
! wB97M-V def2-TZVPD RIJCOSX def2/J DEFGRID3
* xyz 3 1
Sn -0.07 0.81 -0.28
C 0.08 -3.27 -5.65
Sb 0.73 -3.01 -3.63
C 1.58 -1.05 -3.97
C 3.60 -4.24 -0.66
C 4.61 -3.37 -0.86
C 5.36 -3.45 -2.10
C 6.37 -2.60 -2.36
C 6.72 -1.62 -1.40
C 6.05 -1.50 -0.21
C 4.99 -2.36 0.13
C 4.39 -2.28 1.42
Sb 2.68 -0.71 1.47
C 2.80 -0.71 3.61
C 3.97 0.99 1.20
H 0.89 -3.70 -6.25
H -0.21 -2.30 -6.05
H -0.77 -3.95 -5.66
H 2.39 -1.13 -4.69
H 1.96 -0.62 -3.04
H 0.80 -0.41 -4.39
H 3.39 -5.02 -1.38
H 2.97 -4.22 0.23
H 5.08 -4.22 -2.81
H 6.94 -2.67 -3.28
H 7.56 -0.96 -1.60
H 6.38 -0.77 0.52
H 5.03 -1.84 2.18
H 3.89 -3.17 1.78
H 3.84 -0.62 3.91
H 2.38 -1.63 4.02
H 2.24 0.14 3.98
H 4.81 0.92 1.88
H 3.40 1.89 1.45
H 4.32 1.06 0.18
O -2.08 1.15 0.52
P -2.98 1.80 1.57
C -2.08 1.77 3.15
P -0.30 2.18 2.99
O 0.37 1.19 2.03
C -0.16 3.85 2.37
C 0.64 4.13 1.26
C 0.77 5.42 0.80
C 0.10 6.46 1.44
C -0.70 6.19 2.55
C -0.83 4.89 3.01
C 0.36 2.04 4.64
C 0.13 0.84 5.33
C 0.63 0.68 6.61
C 1.37 1.70 7.19
C 1.61 2.89 6.51
C 1.10 3.06 5.23
C -4.45 0.79 1.75
C -4.23 -0.55 2.09
C -5.31 -1.42 2.17
C -6.59 -0.96 1.90
C -6.80 0.37 1.55
C -5.73 1.25 1.47
C -3.38 3.49 1.14
C -4.26 4.22 1.94
C -4.62 5.50 1.58
C -4.10 6.07 0.42
C -3.23 5.35 -0.38
C -2.87 4.06 -0.03
H -2.13 0.74 3.53
H -2.54 2.43 3.89
H 1.20 3.32 0.79
H 1.41 5.64 -0.05
H 0.21 7.47 1.09
H -1.22 7.00 3.05
H -1.44 4.69 3.89
H -0.44 0.05 4.86
H 0.45 -0.24 7.15
H 1.76 1.58 8.20
H 2.18 3.67 6.97
H 1.27 3.99 4.69
H -3.23 -0.90 2.29
H -5.14 -2.45 2.44
H -7.43 -1.64 1.96
H -7.80 0.72 1.34
H -5.90 2.28 1.19
H -4.67 3.77 2.85
H -5.31 6.07 2.20
H -4.40 7.07 0.14
H -2.84 5.79 -1.28
H -2.20 3.49 -0.65
Cl -1.85 1.15 -2.55
C -2.57 -0.47 -2.30
Cl -3.74 -0.82 -3.53
C -1.35 -1.39 -2.31
O -1.23 -2.17 -3.29
O -0.52 -1.28 -1.37
H -3.04 -0.46 -1.32
*
```

For the HOMO energy, the calculation gives -15.746 eV. For the LUMO energy, the calculation gives -9.239 eV. The HOMO-LUMO gap comes out at 6.5 eV.

Here are the Löwdin charges for atoms 1 to 5, given in e: 1.301 -0.304 1.461 -0.311 0.206



Entry 3:
Below is a structure of composition C39H43MoN6O2S5SbTe at a distorted geometry, with properties calculated with ωB97M-V/def2-TZVPD.

ORCA input file:
```
! wB97M-V def2-TZVPD RIJCOSX def2/J DEFGRID3
* xyz -1 2
Mo 0.28 -0.31 0.01
N 3.76 1.06 -2.07
C 2.85 0.87 -1.08
S 1.44 1.89 -1.05
N 3.11 0.02 -0.13
N 2.12 -0.07 0.79
C 2.39 0.07 2.09
C 3.74 0.27 2.62
C 4.80 -0.51 2.15
C 6.09 -0.29 2.62
C 6.33 0.71 3.55
C 5.29 1.49 4.01
C 4.00 1.28 3.55
C 1.21 0.08 2.88
C 1.16 0.16 4.28
C -0.06 0.21 4.91
C -1.22 0.16 4.14
C -1.10 0.02 2.78
N 0.06 -0.01 2.13
H 3.45 1.60 -2.86
H 4.38 0.29 -2.25
H 4.61 -1.28 1.42
H 6.90 -0.90 2.25
H 7.34 0.88 3.91
H 5.48 2.28 4.72
H 3.20 1.92 3.89
H 2.08 0.17 4.83
H -0.11 0.29 5.99
H -2.20 0.21 4.59
H -1.99 -0.09 2.17
O 2.38 -2.02 -1.81
C 1.41 -2.47 -2.73
C 0.37 -1.42 -3.08
C -0.22 -1.50 -4.33
C -1.19 -0.58 -4.71
C -1.44 0.46 -3.82
C -0.79 0.50 -2.62
N 0.07 -0.46 -2.18
H 2.12 -2.33 -0.92
H 0.89 -3.36 -2.36
H 1.94 -2.74 -3.65
H 0.06 -2.30 -5.00
H -1.71 -0.66 -5.65
H -2.15 1.24 -4.06
H -0.96 1.34 -1.95
S -2.16 -4.65 -0.98
Sb -1.30 -4.07 1.46
S -2.11 -3.02 -2.05
S 0.54 -2.61 0.57
S -2.96 -2.75 2.29
C -3.86 -0.34 -0.31
C -2.64 0.53 -0.02
O -2.79 1.75 0.23
N -1.47 -0.04 -0.06
Te -1.45 3.93 -0.31
C -1.19 6.10 -0.64
C 0.04 6.75 -0.52
C 1.32 6.01 -0.36
C 0.10 8.14 -0.61
C -1.02 8.90 -0.84
C -0.96 10.40 -0.89
C -2.22 8.24 -1.08
C -2.31 6.86 -1.01
C -3.60 6.22 -1.41
C -1.35 3.99 1.84
C -2.53 4.16 2.57
C -3.84 4.39 1.89
C -2.49 4.10 3.95
C -1.32 3.87 4.65
C -1.29 3.79 6.14
C -0.17 3.69 3.91
C -0.17 3.73 2.52
C 1.14 3.45 1.86
H -4.71 0.29 -0.56
H -4.08 -0.93 0.58
H -3.63 -1.02 -1.13
H 1.25 5.02 -0.81
H 1.57 5.90 0.69
H 2.14 6.55 -0.84
H 1.06 8.62 -0.49
H 0.01 10.77 -0.56
H -1.73 10.84 -0.25
H -1.14 10.76 -1.90
H -3.10 8.81 -1.32
H -4.30 6.97 -1.77
H -4.07 5.69 -0.58
H -3.43 5.49 -2.20
H -4.01 3.59 1.17
H -3.82 5.35 1.37
H -4.65 4.41 2.62
H -3.41 4.24 4.51
H -2.21 4.18 6.57
H -0.45 4.35 6.55
H -1.18 2.75 6.45
H 0.77 3.49 4.43
H 1.44 2.42 2.06
H 1.92 4.09 2.26
H 1.08 3.57 0.78
*
```

For the HOMO energy (alpha / beta), the calculation gives -4.265 / -4.072 eV. For the LUMO energy (alpha / beta), the calculation gives 1.433 / 1.513 eV. The expectation value of S² is 0.870. The HOMO-LUMO gap (alpha / beta) comes out at 5.7 / 5.6 eV.

Here are the Löwdin charges for atoms 1 to 5, given in e: 1.253 0.080 -0.839 0.661 -0.006